This record from the Open Molecules 2025 dataset describes one molecule with the formula C5H9F. The level of theory is ωB97M-V with the def2-TZVPD basis set.

## Properties
Relative energy (zero: lowest compared OMol25 entry of this formula, charge and spin) ... 93.47 kcal per mole
Molecular weight ... 88.125 g mol⁻¹
Net charge ... 0
SMILES ... C=CC(C)(C)F
Multiplicity ... 1

Element x y z (Å)
C -0.750848 1.365006 0.112438
C -0.297328 -0.116325 -0.020839
C -0.838755 -0.657232 1.151700
C 1.140371 -0.485027 -0.067080
C 2.192510 0.208158 -0.074021
H -0.002108 2.205142 -0.549033
H -0.539344 1.880562 1.177571
H -1.944631 1.283873 -0.263479
H -1.275691 -1.844986 1.124402
H -1.894428 -0.182142 1.542216
H -0.209711 -0.385437 1.907741
H 1.208470 -1.585576 -0.240269
H 2.037391 1.101331 0.188136
H 3.263921 -0.207463 0.133493
F -1.035507 -0.461421 -1.292663

Atomic forces in eV per Å
C 1.1 3.6 -1.2
C -0.9 3.8 -3.3
C -8.1 -5.0 2.3
C -3.2 -5.2 -2.5
C 5.8 -4.3 0.6
H -2.6 -2.7 1.2
H -1.1 -1.7 -2.1
H 3.6 1.0 1.3
H 2.2 3.0 0.1
H 2.4 -0.7 -1.4
H 1.8 -0.2 2.3
H 0.0 0.6 0.3
H -0.4 7.6 1.4
H -2.2 0.6 -1.0
F 1.6 -0.5 2.0

Atomic partial charges in e from the natural (NBO) method, atoms 1 to 8: number 1, C, carries -0.655; number 2, C, carries 0.245; number 3, C, carries -0.623; number 4, C, carries -0.190; number 5, C, carries -0.343; number 6, H, carries 0.212; number 7, H, carries 0.224; number 8, H, carries 0.268


This record from the Open Molecules 2025 dataset describes a 2-piece molecular cluster, C4H12IN2 overall. The level of theory is ωB97M-V with the def2-TZVPD basis set.

## Properties
Relative energy (zero: lowest compared OMol25 entry of this formula, charge and spin) ... 106.69 kcal per mole
Molecular weight ... 215.058 g mol⁻¹
Net charge ... +1
Multiplicity ... 1

Element x y z (Å)
C -2.263925 -0.516995 0.190271
C -1.514625 0.654646 -0.361553
C -0.147491 0.871636 0.312687
C 0.859393 0.083917 -0.295465
N 2.776494 1.006568 0.262241
N 0.998776 -1.338077 0.198833
I 4.360975 -0.180771 -0.317904
H -1.887999 -1.558505 -0.067722
H -2.373122 -0.422322 1.232779
H -3.298923 -0.509031 -0.289571
H -1.518366 0.639771 -1.431302
H -2.031959 1.569486 -0.153428
H -0.457860 0.942639 1.390558
H 0.152458 1.885216 0.038167
H 1.023226 0.220150 -1.351412
H 2.736333 1.878225 -0.125361
H 0.123052 -1.780941 -0.177992
H 1.557478 -2.049115 -0.247312
H 0.906085 -1.396492 1.193478

Atomic forces in eV per Å
C -1.7 -1.3 -2.2
C 0.1 0.1 0.1
C -2.3 2.1 0.5
C 5.7 0.1 1.0
N -2.5 -5.4 1.9
N -3.0 0.0 -2.2
I -0.8 0.7 -0.1
H -0.1 1.2 0.3
H -0.2 -0.1 1.4
H 1.2 -0.1 0.8
H 0.6 -0.2 -0.8
H -0.7 0.4 0.4
H 1.5 -0.7 -0.6
H 0.0 0.2 0.2
H -0.2 -0.5 -0.2
H 0.0 2.8 -2.2
H -0.2 0.6 0.8
H 2.1 0.4 0.1
H 0.6 -0.1 1.0

Atomic partial charges in e from the natural (NBO) method, atoms 1 to 8: number 1, C, carries -0.620; number 2, C, carries -0.398; number 3, C, carries -0.541; number 4, C, carries 0.183; number 5, N, carries -0.825; number 6, N, carries -0.720; number 7, I, carries 0.332; number 8, H, carries 0.173


This record from the Open Molecules 2025 dataset describes C35H49Cl2N3OP4Re as an isolated structure. The level of theory is ωB97M-V with the def2-TZVPD basis set.

## Properties
Relative energy (zero: lowest compared OMol25 entry of this formula, charge and spin) ... 15.75 kcal per mole
Molecular weight ... 908.806 g mol⁻¹
Net charge ... +2
Multiplicity ... 4

Element x y z (Å)
P 1.104774 1.016336 -2.408247
C 2.775421 1.189291 -3.213558
C 3.119164 0.484347 -4.406368
H 2.434783 -0.223591 -4.881391
C 4.349733 0.746971 -5.026506
H 4.598584 0.239135 -5.968631
C 5.252634 1.656247 -4.482718
H 6.216222 1.827148 -4.929778
C 4.908207 2.349366 -3.296637
H 5.590915 3.054899 -2.858912
C 3.684154 2.113179 -2.663281
H 3.440621 2.667260 -1.763503
C 0.415202 -0.338352 -3.487766
C 0.783152 -1.678643 -3.207205
H 1.434689 -1.905221 -2.393657
C 0.293421 -2.708725 -4.006152
H 0.579261 -3.730612 -3.749897
C -0.529643 -2.453447 -5.107501
H -0.913171 -3.270576 -5.699257
C -0.835546 -1.128754 -5.434833
H -1.421044 -0.907970 -6.331422
C -0.379755 -0.071987 -4.629897
H -0.628478 0.938387 -4.937472
C 0.265868 2.465348 -3.255420
C 0.810838 3.046023 -4.412478
H 1.798445 2.737969 -4.842918
C 0.099696 4.025543 -5.130584
H 0.507515 4.456733 -6.030213
C -1.169748 4.417793 -4.659384
H -1.739206 5.198232 -5.201638
C -1.700840 3.849262 -3.503491
H -2.676580 4.154204 -3.129663
C -0.978466 2.903884 -2.785549
H -1.408227 2.522086 -1.828165
Re 0.301065 -0.858143 1.897018
C -1.623907 -1.297951 1.810699
C -2.121623 -1.414073 0.534927
H -2.230690 -1.432719 2.711774
C -1.296696 -0.923792 -0.643907
O -2.040562 0.159796 -1.285537
H -1.701729 0.328975 -2.198324
C 0.086452 -0.434247 -0.085459
H -1.225131 -1.754939 -1.383762
C 0.882308 0.682545 -0.290869
Cl -0.135051 -2.099372 4.145479
Cl 2.547849 -0.095696 2.310991
P 1.371659 -2.820032 1.553866
C 2.388261 -3.590002 2.834096
H 1.756855 -4.031062 3.601282
H 3.025744 -2.840155 3.294614
H 3.022953 -4.349420 2.377518
C 0.230198 -4.177605 1.232650
H -0.430344 -3.947544 0.372828
H -0.409258 -4.349875 2.119158
H 0.790841 -5.101340 0.997990
C 2.524683 -2.715832 0.177613
H 3.228962 -1.886283 0.333751
H 1.998049 -2.554163 -0.775067
H 3.095377 -3.662200 0.115453
P -3.841882 -2.019580 0.279098
C -4.404535 -2.840340 1.754829
C -3.643627 -3.238277 -1.044757
H -4.631014 -2.090377 2.519782
H -3.646506 -3.535155 2.129615
H -5.317639 -3.384003 1.489702
H -3.092319 -2.802048 -1.881970
H -4.643860 -3.539735 -1.368522
H -3.101432 -4.103928 -0.649341
C -4.955005 -0.688664 -0.154160
H -5.342611 -0.258608 0.776756
H -5.769559 -1.106155 -0.748138
H -4.392179 0.058705 -0.709800
H 2.054250 0.891603 -0.224749
C 1.305794 2.865308 5.772346
N 0.442615 3.378264 4.689531
C -0.973975 3.364837 5.117269
N -1.418255 2.021591 5.539128
C -0.529107 1.505568 6.600080
N 0.933487 1.507050 6.253529
C 1.229255 0.546604 5.237127
P 0.128247 0.846246 3.534006
C 0.641303 2.640204 3.398078
C -1.491172 1.097602 4.391045
H 1.192815 3.546260 6.653298
H 2.334114 2.863989 5.461274
H -1.601383 3.717884 4.313378
H -1.075712 4.041802 5.996860
H -0.809797 0.479003 6.819928
H -0.637402 2.180059 7.487910
H 2.264291 0.600767 4.884824
H 0.996078 -0.491607 5.541673
H 0.039192 3.099974 2.617870
H 1.689796 2.730094 3.104330
H -1.884756 0.116712 4.699126
H -2.166363 1.521683 3.624308

Atomic forces in eV per Å
P -0.8 0.9 -2.5
C 0.5 -0.6 0.4
C 0.1 0.6 0.6
H 0.3 0.3 0.3
C -0.2 -0.1 -0.1
H -0.2 0.2 0.5
C -0.8 0.4 1.2
H 0.1 0.0 -0.2
C -0.3 -0.8 -0.6
H 0.2 0.2 0.0
C 0.1 -0.4 -0.7
H 0.0 0.0 0.0
C -0.2 -0.5 0.3
C -1.1 0.8 -1.0
H 0.3 0.0 0.3
C 0.1 -0.2 0.2
H -0.1 0.2 -0.2
C 0.2 0.7 0.4
H 0.0 0.0 -0.1
C 0.2 -0.1 0.2
H 0.2 -0.1 0.4
C 0.2 -0.6 0.3
H 0.0 -0.1 0.2
C 0.2 0.1 0.8
C 0.6 0.1 -0.9
H -1.1 0.2 0.7
C -0.8 -0.5 1.3
H 0.1 0.0 0.0
C 0.2 0.3 -0.6
H 0.4 -0.6 0.4
C 0.0 0.2 0.0
H 0.2 0.0 -0.1
C -0.2 -0.3 0.6
H 0.5 0.2 -0.9
Re 0.9 1.0 2.7
C -2.0 0.2 -1.7
C -1.0 0.4 1.3
H 0.0 -0.4 -0.5
C 0.0 0.7 -1.0
O 0.6 -0.7 -0.2
H -0.2 -0.4 0.8
C 0.0 1.9 1.1
H 0.6 0.5 0.4
C 2.2 -1.5 -4.6
Cl 0.2 0.0 -0.8
Cl 0.7 0.0 -0.2
P 1.5 -3.1 -0.2
C 0.2 0.4 0.4
H 0.0 0.0 0.0
H 0.1 0.0 0.1
H -0.1 0.0 -0.1
C -0.7 -0.6 -0.7
H 0.3 -0.1 0.4
H 0.4 0.2 -0.4
H -0.2 0.4 0.2
C 0.4 -0.4 -0.8
H -0.3 -0.3 0.0
H 0.2 -0.1 0.5
H -0.2 0.5 -0.1
P 2.1 0.2 -0.4
C -0.1 0.0 0.1
C -0.6 0.2 0.2
H 0.0 -0.2 -0.1
H -0.2 0.1 -0.1
H 0.1 0.0 0.2
H -0.2 0.0 0.1
H 0.2 -0.2 -0.2
H -0.1 0.2 -0.1
C -0.1 -0.2 0.1
H 0.0 0.0 -0.2
H -0.1 0.2 0.0
H -0.1 0.0 -0.1
H -2.9 -0.7 1.4
C -1.3 0.3 1.1
N -0.1 -0.8 -0.6
C 0.8 -0.4 1.0
N 0.5 -0.3 -0.3
C 0.6 0.9 0.2
N -0.8 0.6 -1.2
C -0.6 -0.9 -1.1
P 0.7 1.6 3.6
C -0.2 0.5 0.5
C -0.5 0.3 -0.3
H 0.1 -0.4 -0.8
H 0.5 0.0 -0.2
H -0.2 0.1 -0.3
H 0.1 -0.4 -0.7
H -0.1 0.0 0.2
H 0.0 -0.7 -0.7
H -0.2 0.1 0.2
H 0.1 0.8 -0.1
H -0.1 0.3 0.0
H -0.1 -0.2 0.0
H 0.1 0.3 0.0
H 0.0 -0.1 0.4

Atomic partial charges in e from the Mulliken method, atoms 1 to 8: number 1, P, carries 1.444; number 2, C, carries 0.216; number 3, C, carries 0.167; number 4, H, carries 0.317; number 5, C, carries -0.675; number 6, H, carries 0.413; number 7, C, carries -0.587; number 8, H, carries 0.438


This record from the Open Molecules 2025 dataset describes one molecule with the formula C5H7NOS. The level of theory is ωB97M-V with the def2-TZVPD basis set.

## Properties
Relative energy (zero: lowest compared OMol25 entry of this formula, charge and spin) ... 136.04 kcal per mole
Molecular weight ... 129.184 g mol⁻¹
Net charge ... 0
SMILES ... C#C/C=N\OCSC
Multiplicity ... 1

Element x y z (Å)
C -2.485375 0.940437 -0.298179
C -0.992858 -1.187529 0.568096
C 1.662882 0.734598 0.084085
C 2.779438 -0.072064 -0.327685
C 3.754508 -0.682045 -0.554925
H -1.585044 1.397023 -0.421951
H -3.194030 1.228027 -1.070237
H -3.054545 1.135109 0.687484
H -1.207562 -0.333360 1.388468
H -0.890745 -2.251358 1.011444
H 1.840167 1.776151 -0.058845
H 4.636129 -1.259362 -0.992679
N 0.577902 0.336646 0.465970
O 0.337732 -0.957742 0.082044
S -2.178600 -0.804538 -0.563088

Atomic forces in eV per Å
C -3.4 -1.2 1.7
C 1.3 0.1 4.1
C 4.6 1.0 -1.6
C -2.8 1.4 0.5
C 4.5 -2.9 -2.1
H 2.2 1.9 0.0
H 0.1 0.0 -0.2
H 1.3 -0.2 -1.3
H 0.8 -2.6 -1.1
H -1.1 1.7 -0.9
H 0.0 0.9 0.9
H -1.8 1.2 1.2
N -3.2 -0.3 -0.4
O -0.1 0.1 1.5
S -2.6 -1.0 -2.4

Atomic partial charges in e from the natural (NBO) method, atoms 1 to 8: number 1, C, carries -0.743; number 2, C, carries -0.331; number 3, C, carries -0.009; number 4, C, carries -0.107; number 5, C, carries -0.170; number 6, H, carries 0.224; number 7, H, carries 0.234; number 8, H, carries 0.219